Below is a cluster of 14 separate species, C40H114N6O14 in total in a non-equilibrium geometry, with properties calculated with ωB97M-V with the def2-TZVPD basis set.

The geometry in XYZ format:
```
174
Properties=species:S:1:pos:R:3:forces:R:3:mulliken_charge:R:1
O -2.832 -0.098 -6.545 -0.973 -0.608 -0.687 -0.526
O 1.920 3.142 -7.122 0.367 0.191 -0.664 -0.512
O -0.767 10.114 4.825 -1.223 0.315 -0.635 -0.375
O 1.389 -0.367 0.874 -1.236 -0.728 -0.758 -0.340
O 8.919 -4.536 0.222 0.188 0.519 -1.184 -0.509
O 5.585 -4.115 9.651 -0.126 0.017 1.640 -0.515
O -3.817 -3.607 5.416 0.030 0.086 0.216 -0.517
O 1.595 -9.133 -6.052 0.302 -1.020 -0.190 -0.331
O -8.644 5.755 6.245 -0.445 -0.635 1.899 -0.335
O 5.279 7.185 -0.983 -0.534 0.590 -0.420 -0.500
O -6.811 6.555 -1.251 -1.010 0.331 0.757 -0.328
O 7.656 1.533 -7.199 -0.754 -1.858 -0.989 -0.486
O -3.868 -5.557 -0.508 0.337 -0.010 0.853 -0.501
O 1.080 -11.664 2.205 0.936 -1.071 0.803 -0.306
N 0.689 -8.265 -9.552 0.238 -0.551 -0.666 -0.763
N 1.365 -8.527 0.388 -0.545 -0.071 0.607 -0.685
N -4.208 7.181 -3.728 0.285 0.912 -1.593 -0.766
N 1.753 8.215 6.738 0.651 0.175 0.431 -0.747
N -10.153 9.131 6.816 0.849 -0.545 -0.085 -0.727
N 3.405 -2.265 0.184 0.114 -0.509 2.072 -0.723
C -3.881 7.014 -1.288 -0.658 -0.103 -0.240 -1.403
C 4.975 -4.334 7.402 0.405 0.015 -0.190 -0.980
C 0.353 -6.872 -7.700 0.817 0.611 1.981 -1.309
C 0.715 -10.815 1.171 1.268 1.968 1.429 -0.503
C 9.398 -5.418 -2.038 -0.263 0.278 1.197 -0.879
C 0.935 -9.356 -7.310 1.232 2.590 -0.074 -0.657
C -4.787 6.729 -2.531 -0.101 -1.542 3.035 0.544
C 1.436 -0.945 -0.431 0.798 1.204 -0.603 -0.745
C -2.738 -3.038 6.154 0.625 -0.785 0.717 -0.268
C 1.031 8.592 5.539 -2.077 -1.032 0.367 0.366
C 6.124 -4.292 8.381 -0.708 0.688 -0.794 -0.203
C -8.702 7.145 6.134 -0.447 -0.136 -0.921 -0.681
C -2.482 -3.793 7.521 -0.451 0.794 -1.124 -0.881
C -0.007 9.680 5.907 1.830 0.683 -0.074 -0.718
C -5.121 -5.729 -1.114 0.297 -0.403 -2.152 -0.166
C 8.992 1.894 -7.023 -0.270 2.150 1.009 -0.295
C 0.699 -8.677 2.747 -0.940 -0.584 -1.301 -1.418
C 0.149 0.308 1.022 0.313 0.505 1.094 -0.790
C 4.943 6.988 0.364 0.646 -1.104 1.174 -0.160
C -11.320 7.289 5.902 0.747 -1.508 0.039 -1.328
C 0.763 -13.010 1.896 -0.412 0.683 0.432 -0.702
C 1.316 -9.437 1.564 0.225 0.740 -0.329 0.391
C 2.896 -1.293 -0.709 -0.413 -0.676 -1.619 0.548
C -8.150 7.076 -0.936 1.897 -0.353 -0.653 -0.677
C -0.116 10.836 3.772 -0.111 -1.139 0.500 -0.671
C 5.318 5.537 0.656 -0.004 0.216 0.055 -1.040
C -6.219 7.218 -2.337 0.566 0.219 -0.291 -0.720
C 1.151 -8.048 -8.174 -0.998 -1.494 -0.871 0.489
C -7.918 4.949 5.357 -1.130 0.912 -0.669 -0.690
C 8.999 2.364 -5.570 1.708 0.283 0.458 -0.863
C 1.861 4.553 -6.993 -0.479 0.405 1.602 -0.256
C -4.776 -6.528 -2.400 -0.542 -0.095 1.092 -1.033
C 2.213 4.915 -5.531 0.315 -0.310 -0.430 -0.930
C 9.511 -4.213 -1.061 0.903 -0.890 -0.009 -0.301
C -3.183 -0.871 -5.384 1.260 0.958 0.295 -0.223
C -3.676 0.102 -4.334 -0.660 -0.321 0.157 -0.888
C 3.099 -1.794 -2.128 0.234 0.643 -1.187 -1.464
C 0.246 7.368 5.075 0.152 -0.518 -1.570 -1.388
C 3.025 -9.427 -6.091 -1.615 0.853 1.155 -0.705
C -10.069 7.654 6.720 0.060 1.137 -0.414 0.383
H 0.534 10.531 6.320 0.329 0.264 0.132 0.384
H 1.100 7.642 7.253 -0.315 0.229 0.567 0.308
H -0.246 -8.647 -9.534 -0.675 0.504 0.341 0.269
H 1.508 -9.027 -0.478 0.328 -0.273 -0.057 0.238
H -4.538 -7.540 -2.072 0.041 -0.116 -0.181 0.274
H 1.125 -9.040 -10.032 0.961 -0.044 0.018 0.245
H 2.849 2.949 -7.265 0.063 -0.421 0.002 0.308
H 0.155 1.244 0.464 -0.009 0.077 -0.200 0.303
H -2.457 -4.868 7.347 -0.252 0.057 0.020 0.260
H -3.559 8.055 -1.251 0.250 -0.039 -0.235 0.345
H -8.553 6.522 -0.088 0.116 -0.121 -0.261 0.223
H 8.347 -5.522 -2.308 0.112 -0.079 -0.527 0.256
H -11.359 7.639 4.871 0.518 0.456 -0.005 0.351
H 2.743 -2.792 -2.382 -0.609 -0.059 0.606 0.335
H 10.567 -4.014 -0.878 0.052 -0.124 0.235 0.270
H -1.551 -3.533 8.026 0.092 0.290 -0.281 0.320
H 6.683 -5.224 8.302 0.331 0.108 0.175 0.219
H 2.441 7.507 6.526 0.549 0.149 -0.360 0.286
H 3.049 -1.848 1.032 0.687 -0.340 1.204 0.321
H 0.758 -9.259 3.667 0.437 0.412 0.061 0.365
H 10.093 -5.427 -2.878 -0.313 0.498 -0.182 0.325
H 2.216 -7.822 -8.131 -0.028 0.122 -0.380 0.234
H -1.874 -3.124 5.496 0.080 -0.031 0.109 0.257
H -3.925 -5.381 0.434 -0.223 0.091 0.043 0.284
H -8.736 6.958 -1.848 -0.437 0.119 0.203 0.293
H 0.669 -5.928 -8.143 -0.317 -0.221 -0.551 0.329
H 1.936 5.933 -5.260 0.015 -0.039 0.032 0.315
H -0.473 7.633 4.300 -0.226 0.007 0.057 0.320
H 2.646 -1.100 -2.836 -0.143 0.004 -0.160 0.360
H -3.928 -1.640 -5.586 0.061 0.221 -0.576 0.268
H 5.499 7.657 1.022 0.319 0.177 0.006 0.242
H 4.770 7.939 -1.290 0.131 0.115 -0.281 0.294
H 0.840 4.853 -7.231 -0.014 -0.044 -0.010 0.277
H -2.961 0.919 -4.244 -0.174 0.031 0.204 0.269
H 8.387 3.239 -5.351 -0.400 -0.283 -0.415 0.254
H 3.286 4.778 -5.400 0.212 0.332 -0.042 0.275
H 8.723 1.533 -4.920 -0.291 0.010 -0.030 0.249
H -5.889 -6.288 -0.579 0.254 0.014 0.571 0.280
H -0.729 -6.996 -7.676 0.033 -0.118 -0.457 0.322
H -0.366 -8.551 2.548 -0.312 0.114 0.028 0.319
H 0.654 -6.740 -6.661 -0.233 0.077 0.410 0.348
H 1.119 -0.189 -1.150 0.091 0.462 -0.205 0.365
H -4.657 0.468 -4.636 0.143 0.416 -0.233 0.251
H -6.850 5.156 5.284 0.147 -0.038 0.322 0.283
H -8.392 5.188 4.405 0.420 -0.534 -0.734 0.311
H 2.884 -3.130 0.179 -0.161 -0.389 -0.603 0.265
H -0.251 6.756 5.828 -0.179 0.585 0.460 0.364
H -9.276 9.472 7.182 0.190 0.296 0.381 0.264
H 2.347 -9.538 1.903 0.204 -0.760 -0.408 0.212
H -10.135 9.433 5.852 -0.211 0.442 -0.260 0.295
H -3.415 6.599 -3.957 0.333 0.109 0.074 0.276
H 1.384 -10.191 -7.848 -0.230 -0.282 0.042 0.341
H 5.057 5.234 1.670 -0.136 -0.005 -0.029 0.342
H -0.146 -9.423 -7.186 0.074 -0.540 0.416 0.351
H 9.104 2.708 -7.738 0.697 0.142 0.168 0.219
H 7.683 0.601 -6.972 -0.899 -0.214 -0.027 0.302
H -8.608 7.419 5.083 -0.407 0.194 -0.552 0.328
H -4.853 5.642 -2.566 -0.319 -0.440 0.246 0.256
H 9.140 -3.275 -1.473 -0.455 -0.084 -0.023 0.267
H 1.048 -13.713 2.679 0.258 0.414 0.201 0.241
H 2.532 5.114 -7.644 0.071 -0.299 -0.356 0.234
H -8.038 8.124 -0.661 -0.247 0.134 -0.062 0.298
H 0.657 11.493 4.172 0.012 0.173 -0.091 0.325
H -8.157 3.924 5.639 0.374 0.052 -0.096 0.230
H 4.336 -5.185 7.636 0.058 -0.096 -0.390 0.292
H 0.914 6.650 4.601 0.285 -0.037 -0.144 0.403
H 1.130 -7.677 2.707 0.201 -0.146 0.721 0.367
H -4.876 6.963 -4.453 -0.066 0.229 -0.492 0.254
H -2.264 -1.362 -5.064 -0.091 -0.321 0.301 0.234
H -4.381 6.820 -0.339 -0.463 -0.023 -0.176 0.325
H -0.374 -10.766 1.129 -0.202 0.029 -0.707 0.336
H 3.509 -0.423 -0.477 -0.207 0.426 -0.548 0.263
H -0.754 -0.247 0.764 0.210 -0.469 -0.294 0.315
H 1.282 -13.288 0.979 -0.439 -0.252 -0.275 0.274
H -0.642 9.358 6.733 -0.365 -0.323 -0.346 0.315
H 3.521 -8.631 -6.648 0.321 -0.632 -0.600 0.292
H 7.984 -4.360 0.096 -0.236 -0.103 0.334 0.302
H 3.903 7.149 0.650 -0.381 0.026 -0.614 0.276
H -3.293 -3.500 8.188 -0.070 -0.398 0.152 0.259
H 1.807 4.185 -4.830 -0.548 0.172 -0.123 0.289
H 1.654 8.913 4.705 0.311 0.218 0.346 0.342
H 0.724 -1.744 -0.640 0.052 -0.620 0.696 0.360
H -7.790 7.574 6.549 -0.172 0.427 0.791 0.368
H -3.885 -0.357 -3.367 0.432 -0.149 0.151 0.318
H 4.139 -1.874 -2.446 0.280 0.343 0.489 0.346
H -5.549 -4.777 -1.430 -0.075 0.287 0.255 0.237
H 6.389 5.376 0.534 0.025 0.117 -0.059 0.272
H 4.810 4.911 -0.079 -0.070 -0.133 0.167 0.273
H -6.786 7.025 -3.248 -0.210 -0.101 -0.328 0.370
H 5.463 -4.372 6.428 -0.589 -0.340 -0.387 0.315
H -0.327 -12.977 1.876 -0.221 -0.911 -0.741 0.303
H 0.308 10.104 3.084 0.466 0.054 -0.107 0.245
H 9.986 2.661 -5.216 0.366 -0.025 -0.103 0.341
H -6.168 8.301 -2.231 -0.269 0.359 0.356 0.368
H -1.970 0.319 -6.469 0.015 -0.219 0.388 0.298
H 0.435 -8.147 0.279 -0.250 0.369 -0.046 0.250
H -5.655 -6.572 -3.043 0.230 0.056 -0.296 0.338
H 3.366 -9.282 -5.066 -0.099 -0.055 0.103 0.247
H 6.716 -3.408 8.143 0.574 -0.290 -0.209 0.292
H 9.649 -6.314 -1.471 -0.004 -0.006 0.165 0.268
H 1.258 -11.028 0.251 -0.542 -0.648 -0.427 0.321
H -4.633 -3.214 5.735 -0.093 -0.088 0.026 0.299
H 5.929 -3.299 10.021 -0.055 -0.162 0.130 0.311
H 9.739 1.124 -7.218 -0.171 -0.199 -0.069 0.280
H -10.145 7.257 7.732 -0.140 -0.172 -0.026 0.263
H -12.255 7.608 6.363 0.259 -0.129 0.302 0.351
H 3.198 -10.479 -6.318 0.217 0.203 -0.670 0.296
H 0.059 0.548 2.081 0.010 0.110 0.008 0.285
H -3.049 6.310 -1.259 0.337 0.307 -0.338 0.342
H -11.260 6.205 5.807 -0.610 -0.217 0.025 0.335
H -3.880 -6.125 -2.871 -0.310 0.182 -0.174 0.287
H 4.364 -3.433 7.464 0.109 0.058 0.023 0.269
H -0.861 11.366 3.179 -0.090 0.195 0.464 0.241
H -2.917 -1.975 6.317 0.039 0.074 0.154 0.273
```
Forces are in eV/Å.

Output
F_max	0.0662	hartree/bohr
2S+1	1
LUMO level	0.14	eV
highest occupied orbital energy	-8.962	eV
net charge	0